Here is an isolated molecule of C12H15NO4S from the OMol25 dataset. Energies are from ωB97M-V/def2-TZVPD.

## Properties
Net charge: 0
LUMO level: 0.40 eV
E_HOMO: -8.46 eV
F_max: 0.991 eV/A
SMILES: COCCNC(=O)CSc1ccccc1C(=O)O
ΔE to the lowest compared entry with this formula, charge and spin: 0.00 kcal/mol
DFT total energy: -1220.19654 a.u.

XYZ file:
```
33
Properties=species:S:1:pos:R:3:forces:R:3:nbo_charge:R:1
C -2.157 -2.409 -0.353 -0.050 -0.006 0.068 -0.2645
H -1.471 -3.060 0.184 -0.089 -0.059 0.015 0.1931
O -1.351 -1.580 -1.162 0.111 0.079 -0.035 -0.5425
C -2.048 -0.859 -2.143 -0.175 0.192 0.011 -0.0643
C -2.956 0.250 -1.578 0.104 -0.415 -0.031 -0.2610
N -2.213 1.154 -0.738 -0.036 0.107 -0.425 -0.6199
C -2.243 1.074 0.606 0.187 0.410 0.020 0.6750
O -3.030 0.395 1.233 -0.217 -0.217 0.279 -0.6343
C -1.228 1.979 1.289 0.581 -0.376 0.032 -0.6441
H -1.513 3.022 1.137 0.050 -0.012 0.019 0.2546
H -1.191 1.781 2.359 -0.170 -0.031 -0.080 0.2425
S 0.435 1.872 0.537 -0.629 0.686 0.341 0.2886
C 0.900 0.188 0.765 0.026 0.078 -0.034 -0.0274
C 0.189 -0.656 1.611 -0.021 -0.024 0.062 -0.2780
C 0.573 -1.972 1.784 0.080 -0.001 -0.014 -0.1625
C 1.671 -2.483 1.109 -0.053 -0.044 0.039 -0.2389
C 2.385 -1.656 0.271 0.036 0.184 -0.091 -0.1261
C 2.024 -0.320 0.094 -0.254 -0.201 0.256 -0.2454
C 2.880 0.468 -0.809 0.686 -0.036 -0.592 0.7784
O 3.776 0.009 -1.477 -0.101 -0.006 0.093 -0.5956
O 2.595 1.781 -0.832 0.070 0.270 0.007 -0.6880
H 3.197 2.243 -1.436 0.046 -0.330 0.027 0.5084
H 3.248 -2.013 -0.271 0.053 -0.030 -0.028 0.2395
H 1.964 -3.513 1.240 0.039 -0.081 0.005 0.2187
H 0.005 -2.599 2.454 -0.055 -0.061 0.053 0.2180
H -0.677 -0.303 2.144 -0.109 0.060 0.036 0.2303
H -1.433 1.639 -1.160 -0.022 -0.075 0.168 0.4026
H -3.748 -0.180 -0.962 0.003 0.073 -0.141 0.2314
H -3.404 0.801 -2.410 -0.050 -0.091 0.040 0.2017
H -1.270 -0.413 -2.769 -0.116 -0.018 -0.056 0.1840
H -2.661 -1.533 -2.761 0.064 0.056 -0.004 0.1679
H -2.833 -3.017 -0.966 0.005 -0.039 -0.006 0.1629
H -2.742 -1.829 0.368 0.006 -0.043 -0.033 0.1947
```
Forces are in eV/Å.



Here is a structure of composition C48H67N3O4SeSiV from the OMol25 dataset. Energies are from ωB97M-V/def2-TZVPD.

## Properties
Net charge: -2
LUMO level (alpha / beta): 4.42 / 4.42 eV
E_HOMO (alpha / beta): -1.76 / -2.25 eV
F_max: 2.273 eV/A
2S+1: 4
<S²>: 3.76
ΔE to the lowest compared entry with this formula, charge and spin: 23.91 kcal/mol
DFT total energy: -5969.67217 a.u.

XYZ file:
```
125
Properties=species:S:1:pos:R:3:forces:R:3:lowdin_spin:R:1
V 0.992 -0.233 0.475 -0.452 -0.204 -2.218 2.7694
C -0.197 3.821 -1.940 -0.624 -0.441 -0.603 0.0001
C -0.589 2.465 -2.482 -0.034 0.168 -0.041 0.0026
C -1.888 1.994 -2.260 -0.114 -0.047 0.051 0.0017
C -2.845 2.791 -1.404 0.079 -0.026 -0.045 0.0000
C -2.281 0.756 -2.773 0.029 -0.041 0.005 0.0012
C -3.649 0.191 -2.473 -0.007 0.018 -0.067 0.0000
C -1.398 0.012 -3.564 0.031 0.066 -0.084 0.0014
C -1.842 -1.309 -4.145 -0.015 0.052 -0.036 0.0000
C -0.110 0.496 -3.806 -0.013 -0.118 0.015 0.0019
C 0.855 -0.265 -4.687 0.108 0.076 0.127 0.0000
C 0.316 1.688 -3.210 0.120 -0.064 0.112 0.0030
C 1.782 2.046 -3.303 -0.035 0.055 -0.084 0.0002
H -0.912 4.581 -2.263 -0.090 0.035 -0.045 0.0000
H 0.780 4.133 -2.294 -0.356 -0.242 -0.264 0.0000
H -0.179 3.837 -0.848 -0.437 -0.177 -0.635 0.0000
H -2.963 2.324 -0.423 0.006 0.007 -0.087 0.0001
H -3.835 2.863 -1.858 -0.034 0.025 -0.026 0.0000
H -2.494 3.802 -1.219 -0.006 -0.039 0.032 0.0000
H -4.224 0.015 -3.387 -0.003 0.016 -0.010 0.0000
H -4.235 0.843 -1.832 -0.009 0.008 0.029 0.0000
H -3.560 -0.771 -1.968 0.017 -0.050 0.004 0.0000
H -2.137 -1.201 -5.196 -0.009 -0.012 0.003 0.0000
H -2.685 -1.732 -3.607 -0.018 -0.009 0.017 0.0000
H -1.051 -2.048 -4.103 0.188 -0.131 0.017 0.0000
H 1.570 -0.842 -4.085 -0.208 -0.056 -0.082 -0.0001
H 1.461 0.423 -5.280 -0.074 0.039 -0.046 0.0000
H 0.332 -0.925 -5.376 0.044 -0.076 0.023 0.0000
H 2.043 2.512 -4.261 -0.032 0.025 -0.033 0.0000
H 2.388 1.146 -3.193 0.007 0.057 0.006 0.0001
H 2.085 2.716 -2.504 0.016 -0.023 -0.005 0.0000
C -3.073 2.307 4.045 0.088 -0.019 0.052 0.0000
C -3.068 2.181 2.517 -0.081 -0.032 -0.062 0.0001
C -4.512 2.052 2.025 0.049 -0.015 0.044 0.0000
C -2.312 3.348 1.903 -0.181 0.085 0.121 0.0005
C -2.999 4.511 1.575 0.033 -0.027 0.023 0.0000
C -2.337 5.626 1.087 0.039 -0.112 0.022 0.0003
C -0.961 5.574 0.988 -0.029 0.059 0.127 0.0000
C -0.226 4.438 1.331 0.050 0.183 0.215 0.0003
C 1.289 4.625 1.241 0.095 -0.013 -0.062 0.0001
C 2.132 3.942 2.311 -0.103 -0.077 0.099 0.0003
C 1.809 4.319 -0.166 0.544 0.625 0.289 0.0001
C -0.911 3.274 1.736 0.068 0.034 -0.020 0.0009
N -0.272 2.032 1.925 0.055 -0.015 -0.009 0.0069
C 0.125 1.761 3.146 0.219 -0.115 0.028 0.0024
O 0.069 2.467 4.181 0.068 0.022 -0.105 0.0031
C 0.689 0.359 3.340 -0.218 -0.177 0.144 0.0262
C 1.175 0.004 4.589 -0.014 0.024 0.023 0.0029
C 1.525 -1.311 4.835 -0.003 0.008 0.035 0.0259
C 1.304 -2.264 3.856 0.056 -0.174 -0.062 0.0033
C 0.829 -1.852 2.628 -0.147 0.298 0.139 0.0303
N 0.589 -0.550 2.361 -0.091 -0.418 2.020 0.0028
C 0.362 -2.841 1.578 -0.086 0.007 -0.030 0.0128
O 0.349 -4.050 1.861 0.027 0.058 0.226 0.0136
N -0.120 -2.238 0.495 0.074 0.167 0.310 0.0163
C -0.975 -3.053 -0.292 -0.070 0.107 -0.059 0.0032
C -0.492 -3.978 -1.225 0.177 -0.138 -0.092 -0.0004
C -1.398 -4.721 -1.978 -0.017 0.009 -0.021 0.0001
C -2.764 -4.588 -1.810 0.041 0.094 0.011 -0.0007
C -3.239 -3.711 -0.845 0.062 -0.002 -0.044 0.0002
C -2.367 -2.952 -0.072 -0.079 0.031 -0.009 0.0000
C -2.910 -2.104 1.068 0.077 -0.011 -0.073 0.0003
C -2.898 -2.902 2.379 -0.019 0.030 -0.048 0.0002
C -4.327 -1.587 0.832 -0.008 0.057 0.001 0.0000
C 0.991 -4.284 -1.346 -0.102 -0.022 -0.044 -0.0001
C 1.294 -5.631 -0.682 -0.034 -0.049 0.047 0.0000
C 1.500 -4.276 -2.785 -0.070 -0.039 -0.019 0.0001
H -3.562 1.440 4.500 -0.026 -0.018 -0.005 0.0000
H -2.058 2.389 4.437 -0.096 0.021 -0.024 0.0000
H -3.630 3.204 4.334 -0.023 0.012 0.017 0.0000
H -2.526 1.268 2.255 -0.030 0.035 -0.033 0.0001
H -5.123 2.893 2.360 -0.014 0.040 0.009 0.0000
H -4.579 1.995 0.940 -0.016 -0.020 -0.068 0.0000
H -4.965 1.152 2.443 0.007 -0.043 0.007 0.0000
H -4.073 4.550 1.696 -0.063 -0.016 0.003 0.0000
H -2.882 6.522 0.813 -0.003 0.008 0.003 0.0000
H -0.414 6.451 0.654 0.001 -0.002 -0.012 0.0000
H 1.427 5.702 1.400 -0.008 0.013 -0.012 0.0000
H 2.209 2.871 2.136 -0.024 0.119 0.094 0.0001
H 3.140 4.367 2.297 -0.038 0.008 0.005 0.0000
H 1.701 4.075 3.302 -0.009 0.025 0.029 0.0000
H 1.648 3.269 -0.415 0.204 0.355 0.077 0.0000
H 1.301 4.941 -0.907 0.616 0.211 0.657 0.0000
H 2.882 4.526 -0.229 0.038 0.036 0.150 0.0000
H 1.241 0.784 5.334 -0.008 0.004 0.015 -0.0004
H 1.924 -1.599 5.801 0.001 -0.001 -0.004 0.0018
H 1.471 -3.322 4.005 0.016 0.008 -0.004 -0.0002
H -1.020 -5.434 -2.701 0.022 -0.024 -0.019 0.0000
H -3.454 -5.167 -2.415 0.001 -0.009 0.011 0.0000
H -4.307 -3.626 -0.689 -0.018 0.004 0.001 0.0000
H -2.241 -1.248 1.188 0.017 0.012 -0.009 0.0010
H -3.606 -3.734 2.303 0.006 -0.001 0.018 0.0001
H -1.920 -3.322 2.597 0.097 -0.030 -0.008 0.0001
H -3.204 -2.266 3.215 0.002 0.002 -0.001 0.0000
H -5.053 -2.404 0.830 -0.011 -0.005 -0.006 0.0000
H -4.606 -0.917 1.646 -0.013 0.046 0.016 0.0000
H -4.423 -1.041 -0.107 0.002 -0.015 0.065 0.0000
H 1.526 -3.498 -0.814 -0.051 -0.041 -0.030 0.0000
H 0.752 -6.439 -1.186 0.012 -0.020 -0.037 0.0000
H 2.364 -5.850 -0.745 0.017 -0.014 -0.008 0.0000
H 0.996 -5.611 0.367 0.012 -0.015 -0.069 0.0000
H 0.984 -5.013 -3.407 -0.030 -0.046 -0.007 0.0000
H 1.389 -3.292 -3.231 -0.056 0.102 -0.057 0.0001
H 2.566 -4.515 -2.803 -0.109 -0.009 -0.022 0.0000
C 4.287 2.142 0.438 0.135 -0.061 -0.059 0.0023
C 3.113 1.240 0.730 0.002 -0.087 -0.084 0.0165
O 3.204 0.344 1.590 0.119 0.061 -0.077 0.0170
O 2.041 1.422 0.060 0.393 0.241 0.218 0.0146
H 5.186 1.533 0.361 0.016 -0.003 -0.006 0.0004
H 4.415 2.843 1.265 0.027 -0.042 -0.041 0.0006
H 4.128 2.696 -0.485 0.032 -0.037 0.025 0.0002
C 5.084 -3.410 -1.829 0.005 -0.089 -0.005 -0.0006
Si 4.289 -2.291 -0.526 -0.009 0.021 -0.128 0.0025
C 5.738 -1.295 0.148 0.033 0.089 -0.020 0.0013
C 3.756 -3.360 0.919 -0.109 -0.020 0.091 0.0014
Se 2.669 -1.115 -1.510 0.175 -0.195 -0.016 0.0069
H 5.975 -3.909 -1.432 0.005 0.001 0.003 -0.0001
H 5.378 -2.804 -2.690 0.013 -0.014 -0.020 0.0000
H 4.388 -4.174 -2.180 0.094 0.033 0.031 0.0000
H 6.484 -1.990 0.550 0.027 0.014 0.008 0.0002
H 5.402 -0.637 0.950 -0.006 -0.007 0.026 0.0002
H 6.211 -0.694 -0.632 -0.010 0.010 -0.003 0.0000
H 4.596 -3.983 1.246 0.003 -0.010 0.012 0.0001
H 2.906 -4.009 0.705 0.075 0.029 0.047 0.0000
H 3.473 -2.711 1.753 0.010 0.001 0.012 0.0004
```
Forces are in eV/Å.